Molecular formula: C38H58Cl2CsN6P
Method: DFT, ωB97M-V with the def2-TZVPD basis set

ORCA input file:
```
! RIJCOSX wB97M-V def2-TZVPD def2/J DEFGRID3
* xyz -2 1
H 0.925 -3.088 -1.702
C -1.215 -2.365 5.166
H 5.178 3.677 -2.320
H 0.853 -1.395 -5.151
C 1.830 4.093 -2.900
H -0.037 -1.109 -2.939
H 6.711 1.417 4.224
H 4.631 4.476 -3.791
H -2.066 -3.058 5.121
C -1.748 1.829 -2.328
C -1.015 -4.037 2.571
C -3.990 -0.109 1.794
H -1.883 -4.690 0.720
C 4.628 1.997 4.064
H 4.275 0.734 -0.208
C -3.165 0.086 3.050
C 1.489 -0.924 -4.392
H 2.521 -1.233 -4.586
C -4.448 2.674 -2.023
H -6.576 2.389 -2.252
H -6.120 3.300 -0.812
H 1.430 0.157 -4.530
H -3.011 0.741 -5.277
Cl 2.057 2.829 3.865
N -1.362 -2.682 0.572
H 0.836 -3.159 2.650
H 0.595 -3.404 -3.407
H -3.756 3.594 -0.217
H 3.393 -0.441 0.757
C -1.648 -1.011 4.609
H -2.464 -0.488 -4.132
H 6.109 -0.997 4.613
H -0.736 -0.425 4.416
C 2.805 0.182 4.271
C -1.978 -2.554 -0.741
C -3.769 -0.766 -0.552
C -5.876 3.133 -1.863
H 5.425 -0.988 -2.228
H -3.374 -0.271 -1.441
C 3.430 -0.952 -1.354
C 5.330 -0.255 4.468
N -0.088 -3.029 3.046
Cs 1.258 0.459 1.725
C -3.478 -2.262 -0.668
H -6.069 4.071 -2.396
C -2.366 0.567 -4.414
C 0.034 -2.929 4.499
H -2.457 0.918 2.888
H -3.982 -2.634 -1.569
C 5.679 1.095 4.252
N 1.596 -0.205 4.154
H 4.275 -0.048 -3.182
H -1.649 3.296 0.761
C -3.471 3.016 -1.095
N -2.508 -1.155 3.422
H 3.251 -2.000 -1.099
C 4.063 -0.330 -0.093
N -0.500 1.261 -2.432
C -2.740 1.475 -3.272
Cl 3.717 -2.396 4.739
H -0.300 3.906 -3.022
H -1.947 -1.477 2.633
C -1.143 3.067 -0.179
C 0.638 3.400 -2.824
H -0.639 3.976 -0.518
H 4.839 3.047 3.895
H -4.860 -0.603 -0.565
H -0.770 -5.055 2.924
P 1.682 -0.308 -1.569
H -3.819 0.394 3.872
H -4.486 -1.080 1.891
C 1.031 -1.327 -2.993
H 4.306 5.202 -2.219
H 4.208 -1.798 -3.210
C 4.356 4.250 -2.755
C -4.051 1.906 -3.110
H 4.998 -0.832 0.168
C 3.059 3.483 -2.656
H 0.273 -3.909 4.949
C 4.025 -0.667 4.494
H -0.338 2.351 0.019
H -0.537 -2.109 0.630
H -1.493 -1.720 -1.262
H -4.782 0.654 1.719
H 3.989 1.660 -2.096
C -2.139 2.625 -1.225
H 1.809 5.150 -3.155
H -0.147 -4.432 0.638
C 3.037 2.130 -2.316
N -3.155 -0.142 0.606
H -1.790 -3.449 -1.350
C 0.607 2.018 -2.485
C 3.313 1.585 4.103
H -1.324 0.716 -4.697
C 1.219 -2.819 -2.723
H -2.241 -0.485 5.365
H -3.897 -2.805 0.188
C -1.084 -4.022 1.054
C 1.870 1.387 -2.227
H -2.007 -3.790 2.958
H -4.792 1.606 -3.848
H 0.857 -2.229 4.684
H -2.832 0.784 0.366
C 4.382 -0.937 -2.561
H -0.959 -2.242 6.225
H 2.254 -3.139 -2.870
*
```

- ΔE to the lowest compared entry with this formula, charge and spin: 54.6 kJ/mol
- Max |F|: 0.02514 Eh/bohr
- HOMO energy: -0.037 eV
- Gap between HOMO and LUMO: 3.8 eV

Here are the Löwdin charges for atoms 1 to 2, given in e:
1. H 0.0569
2. C -0.1921